Below is a 3-piece molecular cluster, C26H45B2ClF4N7O2P2S overall in a non-equilibrium geometry, with properties calculated with wB97M-V/def2-TZVPD.

```
90
C26H45B2ClF4N7O2P2S, DFT wB97M-V/def2-TZVPD
C -0.80333 3.24649 4.17973
C -1.48238 2.34319 3.13191
B -0.46272 1.34682 2.45789
O 0.79859 1.66440 2.15710
N -0.98258 -0.06357 2.14761
N -1.32324 -0.83769 3.27196
C -1.12432 -0.57311 0.96319
N -1.54008 -1.85083 0.74717
C -0.34788 -2.68639 0.30338
C 0.55686 -2.92851 1.52640
C 1.56193 -4.09170 1.43056
N 2.85276 -3.63648 2.00204
C -0.93006 -4.02987 -0.15479
C -1.74474 -4.79162 0.90681
C -3.14373 -5.05219 0.38285
Cl -1.02032 -6.40945 1.22721
C 0.33964 -1.93704 -0.86280
F 0.39320 -2.78749 -1.97013
B 1.88204 -1.58832 -0.54807
N 2.26333 -0.72712 0.57960
O 2.81258 -2.10267 -1.37509
C -0.45648 -0.67172 -1.32546
C -1.62772 -1.16650 -2.21607
C -1.34392 -1.32571 -3.70873
C -2.15237 -2.51787 -4.23534
F -1.78204 -0.20923 -4.40315
P 0.65632 0.48385 -2.36234
S 1.45799 1.95493 -1.36780
N -0.84841 0.14026 -0.15231
P -1.99959 1.39941 -0.49649
N -3.49778 0.99159 -0.36644
H -1.50337 4.01264 4.48008
H -0.52255 2.68772 5.06406
H 0.08447 3.70705 3.76868
H -2.30753 1.80962 3.59774
H -1.94117 2.96513 2.37090
H 0.78016 2.52664 1.69971
H -0.48426 -1.15453 3.74244
H -1.91565 -0.30770 3.89984
H -1.95596 -2.22792 1.59360
H 1.05985 -2.04529 1.87773
H -0.11115 -3.18264 2.33961
H 1.24220 -4.93378 2.01854
H 1.74127 -4.37640 0.39852
H 3.38972 -4.42321 2.34151
H 3.39737 -3.17588 1.28455
H -0.16020 -4.69355 -0.50538
H -1.58065 -3.90145 -1.00510
H -1.86916 -4.28000 1.85192
H -3.59810 -4.07373 0.22697
H -3.75657 -5.58120 1.09695
H -3.11770 -5.52515 -0.58752
H 2.95546 -0.05115 0.26620
H 2.66450 -1.26059 1.34595
H 3.66541 -1.66595 -1.21448
H -1.89402 -2.15098 -1.87852
H -2.54143 -0.58119 -2.14195
H -0.30541 -1.56240 -3.91899
H -2.40232 -2.31753 -5.26892
H -3.06083 -2.63920 -3.66041
H -1.55122 -3.41367 -4.19688
H -0.23590 1.03451 -3.29347
H 1.55275 -0.28818 -3.12021
H -1.66932 2.46794 0.34889
H -1.70863 1.77287 -1.81936
H -3.61922 0.02257 -0.09050
F 2.51392 4.62742 4.41281
C 3.47228 3.67834 4.48668
C 4.64954 3.96258 5.14721
C 5.62740 2.98190 5.22127
C 5.42012 1.74259 4.63067
C 4.22921 1.48166 3.96789
C 3.24063 2.45320 3.89608
H 4.79442 4.93695 5.59433
H 6.55329 3.18605 5.74089
H 6.18722 0.98208 4.68824
H 4.06748 0.51655 3.50420
H 2.30038 2.26410 3.38846
F -0.33836 4.07868 -3.39954
C -0.94681 4.22167 -4.60069
C -0.95608 5.46533 -5.19691
C -1.57569 5.61229 -6.42865
C -2.18196 4.52337 -7.04002
C -2.16533 3.28246 -6.42101
C -1.53951 3.12530 -5.19302
H -0.48400 6.30286 -4.70089
H -1.58536 6.57946 -6.91191
H -2.66735 4.64337 -7.99887
H -2.64071 2.43345 -6.89316
H -1.51363 2.16138 -4.70182
```

Summary:
E in eV: -96371.8217
Total charge: +1